Entry from the OMol25 dataset: C35H37GeIrNO6P2S2 as an isolated structure (ωB97M-V with the def2-TZVPD basis set).

ΔE to the lowest compared entry with this formula, charge and spin: 0.00 kcal/mol
Multiplicity: 5
Total charge: -1
HOMO-LUMO gap (spin up / spin down): 0.2119 / 0.2748 hartree
M: 958.59 g mol⁻¹
Electronic energy: -150273.7364 eV

CARTESIAN COORDINATES (ANGSTROEM)
1 Ir 0.7725 -0.4542 0.0284
2 C -2.9126 0.6023 1.5060
3 N -2.1909 0.3381 0.2450
4 P -1.4559 -1.2662 0.0640
5 C -2.5660 -2.3283 1.0569
6 C -1.9524 -3.1080 2.0333
7 C -2.7204 -3.9266 2.8550
8 C -4.0971 -3.9625 2.7125
9 C -4.7191 -3.1750 1.7483
10 C -3.9574 -2.3627 0.9262
11 C -1.6601 -1.7992 -1.6550
12 C -2.5960 -2.7111 -2.0532
13 C -2.5954 -3.2788 -3.3431
14 C -1.5758 -2.9213 -4.2544
15 C -0.6149 -2.0299 -3.9072
16 C -0.5334 -1.3541 -2.5723
17 P -0.7886 1.3146 -0.0704
18 C -1.1779 2.0387 -1.7084
19 C -2.2840 1.6372 -2.4528
20 C -2.5269 2.1862 -3.7055
21 C -1.6720 3.1481 -4.2232
22 C -0.5726 3.5621 -3.4808
23 C -0.3289 3.0124 -2.2328
24 C -0.8535 2.8567 0.8974
25 C -1.8861 3.7833 0.7414
26 C -1.8447 4.9943 1.4091
27 C -0.7518 5.3016 2.2138
28 C 0.2905 4.3995 2.3440
29 C 0.2446 3.1729 1.6899
30 H -3.8946 0.1332 1.4865
31 H -3.0560 1.6732 1.6194
32 H -2.3602 0.2510 2.3827
33 H -0.8802 -3.0387 2.1711
34 H -2.2345 -4.5181 3.6201
35 H -4.6936 -4.5941 3.3595
36 H -5.7972 -3.1923 1.6436
37 H -4.4439 -1.7406 0.1830
38 H -3.3438 -3.0559 -1.3520
39 H -3.3494 -4.0058 -3.6133
40 H -1.5545 -3.3747 -5.2391
41 H 0.1441 -1.7690 -4.6294
42 H 1.0173 -2.5528 -1.6760
43 H -2.9444 0.8804 -2.0470
44 H -3.3864 1.8560 -4.2759
45 H -1.8613 3.5753 -5.2001
46 H 0.1016 4.3117 -3.8760
47 H 0.5334 3.3391 -1.6611
48 H -2.7187 3.5622 0.0823
49 H -2.6547 5.7041 1.2954
50 H -0.7135 6.2532 2.7300
51 H 1.1467 4.6405 2.9609
52 H 1.0492 2.4584 1.7981
53 O 0.7543 -1.4428 2.1915
54 S 0.6628 -0.6175 3.4197
55 O -0.0118 -1.3134 4.4929
56 O 0.1718 0.7200 3.1512
57 C 2.3655 -0.4106 3.9943
58 C 2.5082 -0.4822 5.3742
59 C 3.7295 -0.2597 5.9912
60 C 4.8357 0.0459 5.2206
61 C 4.7112 0.1070 3.8409
62 C 3.4951 -0.1237 3.2100
63 S 3.5798 -0.1064 1.4066
64 O 3.3038 -1.4671 0.9676
65 O 4.8874 0.4171 1.0946
66 O 2.4956 0.7914 0.9491
67 H 1.6311 -0.7203 5.9596
68 H 3.8081 -0.3243 7.0695
69 H 5.7985 0.2305 5.6806
70 H 5.5688 0.3312 3.2228
71 C 4.0004 -1.8597 -2.1153
72 Ge 2.4728 -0.8410 -2.7774
73 C 2.7693 1.0811 -2.5609
74 C 2.5442 -1.1203 -4.7398
75 C 0.8403 -1.4893 -1.8758
76 H 4.9162 -1.4588 -2.5557
77 H 3.9013 -2.9023 -2.4279
78 H 4.0810 -1.8234 -1.0310
79 H 3.6946 1.3588 -3.0721
80 H 2.8574 1.3667 -1.5131
81 H 1.9456 1.6339 -3.0152
82 H 3.5687 -0.8990 -5.0506
83 H 1.8735 -0.4555 -5.2882
84 H 2.3270 -2.1518 -5.0200
85 H -0.6662 -0.2804 -2.7691

---

Entry from the OMol25 dataset: C35H37I2N4ORu as an isolated structure (ωB97M-V with the def2-TZVPD basis set).

ΔE to the lowest compared entry with this formula, charge and spin: 0.00 kcal/mol
Total charge: +1
HOMO-LUMO gap: 0.2121 hartree
M: 884.59 g mol⁻¹
Electronic energy: -63683.3627 eV

CARTESIAN COORDINATES (ANGSTROEM)
1 Ru 0.5934 -0.9902 -0.1161
2 I -1.7366 3.7014 0.2656
3 C -2.5390 1.7973 0.0792
4 C -3.9308 1.6151 0.0345
5 C -4.4958 0.3695 -0.0743
6 I -6.5727 0.2035 -0.1315
7 C -3.6635 -0.7729 -0.1485
8 C -4.1042 -2.1134 -0.2434
9 C -3.1986 -3.1353 -0.3034
10 C -1.8264 -2.8433 -0.2813
11 N -1.3826 -1.6079 -0.1857
12 C -2.2686 -0.5677 -0.1144
13 C -1.6708 0.7202 0.0097
14 O -0.3714 0.8177 0.0484
15 H -4.5669 2.4881 0.0899
16 H -5.1661 -2.3186 -0.2702
17 H -3.5194 -4.1643 -0.3755
18 H -1.0781 -3.6218 -0.3464
19 C 2.1712 0.4289 6.7482
20 C 0.7734 0.0166 6.2881
21 C 0.3732 -1.2735 7.0185
22 C -0.2155 1.1379 6.6403
23 C 0.7140 -0.2288 4.7874
24 C -0.4720 -0.6444 4.1842
25 C -0.5182 -0.8556 2.8238
26 N 0.5403 -0.6890 2.0277
27 C 1.6857 -0.2698 2.5814
28 C 1.8012 -0.0383 3.9433
29 C 2.7875 -0.0201 1.6218
30 C 4.0632 0.3467 2.0000
31 C 5.0418 0.6283 1.0475
32 C 4.6555 0.5377 -0.2840
33 C 3.3688 0.1502 -0.6034
34 N 2.4550 -0.1451 0.3215
35 C 6.4380 1.0463 1.4854
36 C 7.0082 -0.0041 2.4489
37 C 6.3289 2.4004 2.2036
38 C 7.3886 1.1894 0.2971
39 H 2.1671 0.5671 7.8292
40 H 2.4842 1.3740 6.2996
41 H 2.9163 -0.3355 6.5177
42 H 0.4161 -1.1120 8.0962
43 H 1.0502 -2.0925 6.7697
44 H -0.6423 -1.5826 6.7700
45 H -0.1894 1.3260 7.7144
46 H -1.2390 0.8736 6.3728
47 H 0.0421 2.0646 6.1248
48 H -1.3714 -0.7976 4.7638
49 H -1.4363 -1.1707 2.3463
50 H 2.7416 0.3066 4.3422
51 H 4.3007 0.4169 3.0507
52 H 5.3414 0.7570 -1.0879
53 H 3.0492 0.0643 -1.6325
54 H 6.4125 -0.0974 3.3574
55 H 8.0161 0.2858 2.7472
56 H 7.0640 -0.9851 1.9741
57 H 5.6915 2.3372 3.0870
58 H 5.9185 3.1642 1.5413
59 H 7.3186 2.7253 2.5271
60 H 7.4682 0.2612 -0.2719
61 H 8.3847 1.4392 0.6621
62 H 7.0787 1.9889 -0.3780
63 C 2.0167 -4.4193 -2.1726
64 C 1.4099 -3.5085 -3.1973
65 C 1.3143 -3.8812 -4.5249
66 C 0.7560 -3.0177 -5.4591
67 C 0.2786 -1.7659 -5.0952
68 C 0.3409 -1.3447 -3.7779
69 C -0.1718 0.0039 -3.3764
70 C 0.9102 -2.2354 -2.8282
71 N 1.0217 -1.8536 -1.5270
72 H 2.4688 -5.2851 -2.6517
73 H 1.2589 -4.7731 -1.4712
74 H 2.7727 -3.9024 -1.5825
75 H 1.6847 -4.8484 -4.8390
76 H 0.6948 -3.3273 -6.4947
77 H -0.1494 -1.1136 -5.8452
78 H -0.5979 0.5185 -4.2353
79 H 0.6223 0.6255 -2.9569
80 H -0.9347 -0.0754 -2.6045

---

Entry from the OMol25 dataset: C35H37N3OPPmTe as an isolated structure at a distorted geometry (ωB97M-V with the def2-TZVPD basis set).

ΔE to the lowest compared entry with this formula, charge and spin: 0.00 kcal/mol
Multiplicity: 5
Total charge: +2
HOMO-LUMO gap (spin up / spin down): 0.1860 / 0.1909 hartree
M: 819.28 g mol⁻¹
Electronic energy: -76536.9559 eV

CARTESIAN COORDINATES (ANGSTROEM)
1 Pm 1.0028 -1.5259 0.0415
2 N 0.7665 -0.7960 -2.4664
3 C -0.3116 -1.4945 -3.1189
4 C -0.1161 -2.4151 -4.1619
5 C -1.2154 -2.8942 -4.9186
6 C -2.4961 -2.5470 -4.4737
7 C -2.6797 -1.6713 -3.4258
8 C -1.5992 -1.2085 -2.6170
9 P -1.7963 -0.1222 -1.2106
10 C -3.5458 -0.3362 -0.7735
11 C -3.9779 -1.6256 -0.4468
12 C -5.3522 -1.8469 -0.2323
13 C -6.2614 -0.7822 -0.3157
14 C -5.7727 0.5120 -0.4344
15 C -4.4165 0.7407 -0.7219
16 C -1.5764 1.4714 -2.0970
17 C -1.1628 1.6667 -3.4595
18 C -1.1649 2.9219 -4.0559
19 C -1.6095 4.0445 -3.3153
20 C -1.9014 3.8793 -1.9941
21 C -1.8426 2.6422 -1.3544
22 H 0.5732 0.1962 -2.4559
23 H 1.6916 -1.0159 -2.8337
24 H 0.9080 -2.7389 -4.4294
25 H -1.1079 -3.6203 -5.6985
26 H -3.3314 -2.9173 -5.0373
27 H -3.7002 -1.2570 -3.2961
28 H -3.2914 -2.4835 -0.3782
29 H -5.6928 -2.8615 -0.1037
30 H -7.3292 -0.9124 -0.2951
31 H -6.4195 1.3503 -0.2984
32 H -4.0649 1.7354 -0.9209
33 H -0.9808 0.8241 -4.1466
34 H -1.0118 3.0564 -5.1238
35 H -1.6775 5.0722 -3.7242
36 H -2.2110 4.7079 -1.3444
37 H -1.9777 2.5891 -0.2635
38 C 1.2153 -6.0839 0.3716
39 C 1.6735 -4.6898 0.0869
40 O 0.8342 -3.7141 0.1595
41 N 3.0088 -4.4886 -0.0146
42 C 3.5712 -3.1554 -0.4000
43 C 3.4881 -2.1328 0.7193
44 C 3.6137 -2.3965 2.0895
45 C 3.7212 -1.3104 2.9769
46 C 3.7286 0.0004 2.5361
47 C 3.3941 0.2006 1.1779
48 N 3.3731 -0.8395 0.2892
49 H 1.4383 -6.3911 1.4043
50 H 1.7690 -6.7830 -0.2840
51 H 0.1679 -6.1518 0.1441
52 H 3.6025 -5.2946 -0.1786
53 H 3.0171 -2.7421 -1.2830
54 H 4.6363 -3.2133 -0.7672
55 H 3.6675 -3.4132 2.4489
56 H 3.8497 -1.5539 4.0243
57 H 3.9476 0.8307 3.2044
58 H 3.3740 1.1682 0.7275
59 C 2.5532 5.3872 4.3618
60 C 1.8638 4.1232 3.7479
61 C 1.6874 3.9955 2.3638
62 C 1.1597 2.8198 1.7788
63 C 1.2257 2.6223 0.2840
64 C 0.5301 1.8640 2.6106
65 Te -0.7850 0.2695 1.9281
66 C 0.6964 1.9509 4.0171
67 C 0.0486 0.9214 4.9482
68 C 1.3963 3.0842 4.5022
69 H 3.3226 5.7349 3.6677
70 H 3.0007 5.1379 5.3245
71 H 1.8258 6.2051 4.4597
72 H 2.1162 4.7241 1.7004
73 H 0.3437 3.1399 -0.1844
74 H 1.1949 1.5529 -0.0126
75 H 2.1292 3.1127 -0.1346
76 H 0.4879 -0.0611 4.7497
77 H -1.0408 0.8930 4.7555
78 H 0.2345 1.1653 6.0179
79 H 1.5697 3.1735 5.5826